{"formula": "C38H101N3O18", "method": "ωB97M-V/def2-TZVPD", "homo_lumo_gap_ev": 8.765, "molar_mass_da": 888.2, "smiles": "COCCNCCOC.COCCNCCOC.COCCNCCOC.CC(C)O.CC(C)O.CC(C)O.CC(C)O.OCCO.OCCO.OCCO.OCCO", "total_energy_ev": -82358.63452, "total_charge": 0, "spin_multiplicity": 1, "e_homo_ev": -8.7, "elements": ["C", "H", "H", "H", "H", "O", "H", "H", "O", "H", "H", "C", "H", "H", "H", "C", "H", "H", "H", "C", "C", "H", "C", "C", "H", "C", "C", "H", "H", "H", "H", "H", "H", "H", "H", "H", "C", "H", "H", "H", "H", "H", "C", "C", "H", "H", "H", "H", "H", "O", "H", "C", "C", "H", "H", "H", "N", "H", "C", "H", "H", "C", "H", "H", "C", "H", "H", "H", "H", "C", "O", "C", "H", "C", "O", "H", "O", "C", "O", "O", "O", "H", "H", "H", "O", "H", "H", "H", "H", "C", "O", "H", "H", "C", "H", "C", "H", "H", "C", "H", "C", "H", "O", "C", "H", "N", "C", "C", "N", "H", "O", "C", "H", "H", "H", "O", "O", "H", "C", "H", "H", "C", "H", "H", "H", "C", "H", "H", "C", "H", "C", "H", "C", "C", "H", "H", "H", "H", "O", "C", "H", "O", "H", "H", "H", "H", "O", "H", "H", "H", "H", "H", "H", "H", "H", "H", "H", "H", "H", "H"], "coordinates": [[-16.188, 12.093, -8.641], [-15.750, 22.794, -6.428], [-15.739, 12.741, -7.888], [-21.001, 20.400, -11.533], [-16.421, 18.126, 5.839], [-15.487, 19.668, 2.947], [-14.842, 10.455, -8.801], [-11.826, 9.765, -2.825], [-15.481, 10.970, -10.624], [-9.731, 26.823, -5.641], [-16.208, 22.696, -4.700], [-3.433, 21.264, -8.183], [-6.101, 19.978, -2.115], [-7.810, 13.930, -10.164], [-16.846, 24.293, 8.528], [-4.533, 13.051, -9.823], [-6.719, 14.610, -8.890], [-6.861, 21.623, -11.944], [-19.593, 21.910, -8.516], [-16.125, 18.406, -11.407], [-21.325, 19.722, -8.945], [-12.299, 23.720, 3.891], [-20.918, 19.817, -7.388], [-15.050, 11.364, -9.366], [-16.068, 17.800, 3.559], [-16.000, 18.976, 5.301], [-18.033, 22.389, -7.265], [-8.138, 28.056, -7.113], [-13.190, 11.070, -4.157], [-10.751, 11.748, -4.263], [-13.492, 12.699, -8.667], [-5.425, 14.560, -11.005], [-4.641, 12.038, -9.437], [-4.242, 20.726, -7.690], [-4.529, 19.435, -1.632], [-11.766, 25.361, 3.713], [-7.797, 27.837, -5.164], [-2.979, 18.749, -7.680], [-6.984, 27.710, -4.450], [-20.136, 22.405, -6.904], [-11.023, 12.616, -2.641], [-16.770, 17.653, -11.859], [-21.784, 20.889, -10.952], [-2.111, 19.315, -8.018], [-22.357, 19.371, -8.935], [-17.924, 21.710, 7.280], [-14.932, 18.958, 5.520], [-14.925, 19.680, 1.034], [-7.428, 25.464, -4.694], [-7.357, 28.022, -6.556], [-14.067, 13.165, -10.291], [-12.547, 24.665, 3.407], [-15.716, 19.228, 1.632], [-6.331, 21.185, -8.967], [-15.910, 18.178, 1.410], [-3.679, 13.004, -10.500], [-19.549, 20.337, -7.200], [-14.079, 25.619, 1.476], [-8.872, 26.716, -4.979], [-21.555, 20.508, -6.836], [-13.465, 18.234, -6.402], [-11.569, 18.175, -6.175], [-5.599, 12.848, -12.278], [-6.433, 22.757, -9.755], [-16.473, 23.106, -5.674], [-3.009, 22.734, -9.793], [-17.334, 21.705, -7.747], [-6.430, 18.146, -12.501], [-9.534, 18.821, -5.586], [-7.058, 21.061, -11.032], [-6.192, 12.713, -11.535], [-12.725, 11.469, -3.255], [-11.528, 18.082, -3.803], [-11.443, 12.220, -3.566], [-6.510, 19.689, -11.141], [-15.332, 18.977, -13.764], [-5.703, 21.117, 0.289], [-6.896, 13.790, -9.587], [-6.049, 18.010, -1.752], [-10.583, 18.196, -3.926], [-17.764, 22.574, -5.865], [-4.480, 20.739, -10.330], [-9.244, 26.719, -3.955], [-13.030, 11.823, -10.059], [-13.133, 25.543, 1.332], [-18.002, 24.127, 7.318], [-14.161, 19.346, -11.859], [-16.631, 19.352, -11.600], [-14.091, 17.700, -11.661], [-5.957, 19.735, -0.014], [-12.917, 18.163, -5.617], [-16.600, 19.562, 7.709], [-16.948, 11.437, -8.218], [-6.172, 21.710, -9.909], [-17.344, 18.995, 3.595], [-13.886, 12.330, -9.614], [-10.575, 24.691, 1.552], [-14.611, 11.617, -2.288], [-16.284, 20.458, 7.175], [-20.825, 18.973, -9.559], [-10.547, 18.832, -5.184], [-16.260, 20.943, 5.208], [-21.345, 20.983, -9.596], [-5.732, 13.623, -10.540], [-5.936, 21.212, 1.216], [-16.603, 20.190, 5.788], [-7.061, 18.978, -12.189], [-16.287, 18.837, 3.813], [-4.747, 21.712, -10.274], [-16.270, 10.432, -10.530], [-8.246, 25.460, -5.196], [-19.445, 21.761, -7.447], [-1.473, 18.628, -8.575], [-13.491, 24.892, 3.904], [-22.699, 20.299, -10.984], [-16.033, 18.187, -10.001], [-16.266, 22.871, 7.065], [-7.997, 18.536, -11.848], [-5.591, 19.307, -1.424], [-4.290, 23.118, -8.744], [-21.885, 21.874, -11.409], [-3.841, 22.271, -9.264], [-8.129, 21.132, -10.841], [-19.208, 20.008, -6.308], [-6.993, 19.430, 0.132], [-12.687, 24.370, 1.913], [-2.828, 21.739, -7.410], [-16.519, 24.177, -5.478], [-16.924, 24.070, 7.464], [-8.312, 28.725, -4.799], [-16.897, 21.744, 7.645], [-16.839, 18.544, -9.622], [-11.341, 23.950, 1.326], [-13.786, 12.270, -2.570], [-7.212, 19.661, -13.024], [-11.370, 23.803, 0.246], [-15.213, 20.609, 7.311], [-4.277, 13.852, -9.130], [-14.768, 18.254, -13.480], [-14.738, 18.455, -12.107], [-16.738, 12.753, -9.313], [-2.505, 20.412, -8.840], [-14.163, 13.064, -3.215], [-10.988, 23.003, 1.733], [-16.787, 21.839, 8.725], [-16.523, 19.784, 1.153], [-12.500, 10.341, -2.457], [-17.980, 23.366, -7.745], [-11.283, 17.163, -6.464], [-16.509, 24.944, 6.963], [-13.423, 23.571, 1.825], [-21.022, 18.813, -6.978], [-7.064, 12.998, -8.857], [-1.581, 19.664, -7.132], [-10.836, 19.849, -4.918], [-6.989, 18.037, -1.946], [-5.435, 19.182, 0.767], [-11.540, 18.861, -7.022], [-11.833, 13.048, -4.159], [-13.341, 12.711, -1.677]], "atomic_forces_ev_per_a": [[0.13, 0.45, 0.06], [-0.03, 0.20, -0.06], [-0.31, -0.16, 0.39], [-0.01, -0.40, -0.19], [-0.23, -0.15, -0.12], [-0.68, -1.33, 0.97], [0.86, 0.17, 0.35], [0.05, 0.17, -0.18], [-0.38, -0.62, -1.61], [0.20, -0.05, -0.22], [0.65, -0.10, -0.03], [1.75, 0.71, -0.85], [0.09, 0.54, 0.04], [-0.02, 0.22, 0.20], [0.49, -0.38, 0.38], [0.79, 0.82, -0.60], [-0.10, 0.56, -0.37], [0.11, -0.22, -0.33], [-0.51, -0.02, 0.09], [0.15, 0.36, -0.47], [-1.05, 0.45, 1.47], [0.33, -0.23, 0.17], [0.93, 0.76, -2.10], [-0.73, 1.35, 0.24], [0.04, -0.23, -0.15], [-0.19, 0.55, -0.50], [-1.39, -0.75, 1.03], [-0.16, -0.03, 0.09], [0.15, 0.30, -0.69], [0.15, -0.47, 0.56], [-0.19, 0.23, 0.08], [-0.27, 0.28, 0.04], [-0.41, 0.35, 0.42], [-0.33, -0.12, -0.30], [0.05, -0.53, 0.11], [-0.14, 0.26, -0.46], [-2.14, 0.27, -0.92], [-0.22, -0.07, 0.04], [0.45, -0.33, -0.66], [-0.43, -0.12, 0.21], [0.37, -0.16, -0.19], [0.28, -0.37, -0.21], [0.73, -0.38, 0.60], [-0.25, 0.29, -0.23], [-0.43, -0.22, 0.14], [-0.46, 0.22, 0.54], [0.45, -0.13, -0.29], [0.67, -0.80, 0.00], [0.06, -0.08, 0.00], [0.16, -0.41, 2.00], [-0.70, -0.06, 0.20], [0.11, -1.63, 0.85], [0.20, 2.12, -1.52], [-0.29, -0.17, 0.21], [0.52, -0.18, 0.59], [0.09, -0.01, -0.23], [-0.03, -0.93, -0.26], [0.01, 0.09, 0.03], [1.97, 0.04, 0.17], [-0.84, -0.15, -0.34], [-0.43, -0.05, 0.21], [0.50, 1.30, 0.78], [-0.06, -0.34, -0.28], [-0.39, 0.01, -0.06], [-0.37, -0.36, 1.71], [0.46, -0.52, 0.27], [0.47, -0.01, 0.16], [0.31, 0.17, 0.12], [-0.08, -0.14, -0.04], [2.49, -0.42, 0.95], [0.11, 0.22, -0.54], [0.16, -1.07, -0.99], [-0.20, -0.24, 0.60], [-1.36, 0.88, -0.55], [-0.21, 2.05, 0.92], [-0.02, -0.01, -0.84], [-0.36, -0.42, -0.84], [-0.23, 0.69, 0.54], [0.66, -0.48, 0.49], [0.22, -0.83, 0.10], [-0.03, -0.49, -1.50], [0.13, -0.24, -0.55], [-0.13, 0.45, 0.19], [-0.08, -0.35, -0.12], [-0.45, 1.08, -1.64], [-0.22, -0.66, -0.60], [-0.45, 0.63, 0.08], [-0.07, 0.33, 0.02], [-0.26, -0.53, -0.09], [0.12, -0.48, 1.12], [1.29, 0.12, -0.38], [-0.11, 0.33, 0.56], [0.23, -0.19, 0.25], [-0.14, 0.04, -0.51], [-0.18, 0.20, 0.18], [1.01, -0.82, 0.55], [-0.07, 0.15, -0.04], [0.05, 0.06, 0.04], [0.76, 0.24, -0.63], [0.85, -0.02, 0.33], [-1.24, -0.37, 0.09], [-0.03, 0.31, -0.03], [0.17, 0.38, -0.13], [-0.43, -1.50, 0.62], [0.05, 0.20, 0.02], [-0.31, 0.44, -0.04], [-0.63, -0.27, -0.37], [0.59, -0.61, 0.08], [-0.34, -0.35, 0.09], [-0.07, -0.07, -0.07], [-0.51, -0.42, -0.44], [1.58, 0.99, -0.53], [0.02, 0.29, -0.15], [-0.15, 0.52, -0.34], [-0.21, 0.13, -0.30], [0.41, 0.14, -0.42], [-0.34, 0.71, -0.15], [-0.44, -0.01, -0.36], [-0.52, 1.16, -0.59], [-0.48, 0.11, -0.07], [-0.30, 0.08, 0.50], [-1.04, 0.33, 0.58], [-0.06, -0.50, 0.34], [0.16, 0.51, 0.16], [-0.47, 0.45, -0.06], [0.85, -0.16, 1.74], [-0.32, 0.50, 0.43], [0.14, 0.30, -0.70], [0.11, 0.52, 0.25], [0.09, 0.55, -0.21], [-0.51, -0.16, -0.05], [-0.02, -0.02, 0.22], [-0.04, -0.07, -0.20], [0.13, 0.46, 0.38], [-0.23, -0.27, -0.39], [-0.20, 0.20, -0.05], [0.53, -0.41, 0.16], [0.29, -0.56, 0.76], [-0.69, 0.25, -0.37], [0.65, -0.76, 2.15], [0.25, 0.07, -0.31], [-0.08, -1.44, 0.10], [0.04, 0.02, 0.02], [-0.20, -0.01, 0.25], [-0.45, -0.16, 0.24], [-0.95, -0.07, 0.42], [0.16, -0.91, 1.37], [-0.17, 0.06, -0.27], [0.15, 0.03, 0.06], [0.30, -0.37, -0.29], [-0.05, -0.21, -0.30], [0.15, 0.05, 0.01], [0.25, -0.72, -0.56], [0.17, 0.09, 0.13], [-0.07, 0.47, -0.99], [-0.04, 0.13, 0.03], [0.39, -0.57, -0.33], [-0.13, -0.28, -0.43], [0.35, 0.59, 0.05], [-0.25, 0.13, 0.19]]}